{"formula": "C17H30NO4P", "method": "ωB97M-V with the def2-TZVPD basis set", "lumo_ev": 0.71, "homo_lumo_gap_ev": 8.4, "e_homo_ev": -7.7, "species": ["C", "C", "C", "C", "O", "P", "O", "O", "C", "C", "C", "C", "C", "O", "C", "C", "C", "C", "N", "C", "C", "C", "C", "H", "H", "H", "H", "H", "H", "H", "H", "H", "H", "H", "H", "H", "H", "H", "H", "H", "H", "H", "H", "H", "H", "H", "H", "H", "H", "H", "H", "H", "H"], "coordinates": [[-7.1802, -0.8419, 0.0278], [-6.0145, -0.8410, -0.9549], [-4.8597, 0.0588, -0.5180], [-4.1606, -0.4461, 0.7402], [-3.0123, 0.3379, 1.0526], [-1.6228, 0.1337, 0.2689], [-1.6900, 0.2750, -1.1933], [-0.7609, 1.2392, 1.0279], [-0.1213, 2.2691, 0.2817], [1.3607, 1.9601, 0.1047], [2.1065, 3.0369, -0.6824], [2.2393, 4.3542, 0.0733], [-0.9622, -1.5297, 0.7805], [-1.6980, -2.4710, 0.0386], [0.5134, -1.5232, 0.5331], [1.0317, -1.6307, -0.7509], [2.3900, -1.5495, -0.9823], [3.2957, -1.3363, 0.0665], [4.6435, -1.1967, -0.1668], [5.5616, -1.1671, 0.9456], [5.1767, -1.4968, -1.4735], [2.7614, -1.2347, 1.3596], [1.4033, -1.3250, 1.5803], [-6.8891, -1.2807, 0.9784], [-8.0094, -1.4209, -0.3725], [-7.5269, 0.1732, 0.2073], [-5.6466, -1.8611, -1.0837], [-6.3714, -0.4923, -1.9261], [-5.2224, 1.0728, -0.3383], [-4.1147, 0.1074, -1.3128], [-3.8779, -1.4960, 0.6158], [-4.8086, -0.3529, 1.6166], [-0.6021, 2.3614, -0.6971], [-0.2713, 3.1898, 0.8506], [1.8158, 1.8324, 1.0888], [1.4396, 1.0078, -0.4225], [3.1052, 2.6588, -0.9111], [1.5916, 3.2089, -1.6295], [1.2674, 4.8114, 0.2360], [2.8514, 5.0527, -0.4927], [2.7103, 4.1912, 1.0400], [-1.1813, -1.7183, 1.8337], [-1.6187, -2.2249, -0.8933], [0.3713, -1.7774, -1.5934], [2.7384, -1.6452, -1.9970], [5.5079, -2.0792, 1.5521], [5.3529, -0.3081, 1.5872], [6.5779, -1.0638, 0.5725], [6.2537, -1.3459, -1.4675], [4.9750, -2.5315, -1.7757], [4.7498, -0.8249, -2.2215], [3.4069, -1.0833, 2.2085], [1.0242, -1.2365, 2.5882]], "forces_ev_per_a": [[0.129, -0.108, -0.204], [0.004, 0.226, 0.179], [0.113, -0.187, 0.028], [-0.619, -0.186, -0.186], [0.870, 0.090, -0.151], [-0.462, 0.373, 1.178], [0.129, -0.312, -0.231], [-0.389, -0.826, 0.028], [0.558, 0.517, -0.330], [-0.232, 0.055, -0.107], [-0.068, -0.072, 0.259], [0.002, -0.148, -0.215], [-0.179, 0.993, -0.035], [-0.118, -0.434, -0.390], [0.190, -0.143, 0.072], [-0.006, -0.082, 0.194], [0.062, -0.059, -0.148], [-0.170, 0.122, 0.035], [0.287, 0.011, -0.044], [-0.079, 0.030, 0.121], [-0.113, 0.000, -0.099], [0.164, -0.007, 0.104], [-0.106, -0.068, -0.219], [-0.050, -0.036, 0.160], [-0.122, -0.044, 0.059], [-0.075, 0.113, 0.065], [0.011, -0.049, -0.111], [0.044, -0.084, -0.041], [0.007, 0.076, -0.021], [-0.008, 0.069, -0.007], [-0.038, 0.033, 0.067], [0.082, -0.102, -0.117], [0.038, 0.086, 0.109], [-0.038, -0.071, -0.078], [0.039, -0.048, 0.047], [0.032, -0.044, 0.054], [-0.021, -0.012, -0.105], [0.055, -0.027, -0.123], [-0.084, 0.132, 0.072], [0.031, 0.138, 0.016], [0.050, 0.031, 0.142], [0.037, 0.132, -0.045], [-0.113, -0.058, 0.011], [-0.041, 0.018, -0.101], [0.077, -0.009, -0.097], [0.022, 0.017, 0.057], [0.059, -0.037, 0.080], [-0.040, 0.009, 0.003], [-0.039, 0.011, 0.008], [0.003, 0.001, -0.063], [0.034, -0.060, -0.079], [0.103, 0.012, 0.070], [-0.023, 0.019, 0.128]], "lowdin_charge": [-0.114, -0.261, -0.194, -0.227, -0.186, 0.576, -0.240, -0.176, -0.218, -0.187, -0.254, -0.111, -0.344, -0.044, -0.239, -0.038, -0.021, -0.239, -0.196, -0.073, -0.072, -0.024, -0.036, 0.064, 0.067, 0.074, 0.107, 0.105, 0.120, 0.097, 0.115, 0.123, 0.117, 0.122, 0.119, 0.097, 0.104, 0.109, 0.064, 0.068, 0.074, 0.142, 0.083, 0.116, 0.096, 0.094, 0.086, 0.081, 0.081, 0.095, 0.086, 0.094, 0.120]}